This record from OMol25 describes C20H20N2O6S in the gas phase. The level of theory is ωB97M-V with the def2-TZVPD basis set.

Structure (XYZ):
```
49
Properties=species:S:1:pos:R:3:lowdin_charge:R:1
C 7.44703 -1.17996 2.05924 -0.038
C 6.08408 -0.31339 1.97470 -0.461
H 6.16422 0.60311 1.38117 0.140
H 5.81990 -0.18955 3.01037 0.114
O 5.31516 -0.89337 1.26545 -0.032
C 4.60986 -2.08658 1.98779 -0.090
O 4.78010 -2.45405 3.25257 0.036
C 3.64462 -2.68888 0.92344 -0.166
C 2.77910 -3.74004 1.23874 -0.006
C 1.95587 -3.93880 0.15672 -0.026
C 2.43888 -3.28397 -0.92420 -0.155
O 3.52971 -2.41002 -0.39386 0.054
C 2.12985 -2.67510 -2.16260 -0.088
N 0.95518 -1.91211 -2.32678 0.115
C -0.21785 -2.07926 -2.50248 -0.309
O -0.70426 -3.36891 -2.48961 -0.081
C -1.17993 -0.87246 -2.22727 -0.293
N -0.70359 0.21109 -2.03701 0.206
O -1.84820 1.10920 -2.28504 0.057
C -2.92789 0.28564 -2.34623 -0.255
C -2.49503 -0.89720 -2.60149 0.008
H -3.22502 -1.96427 -2.69943 0.226
C -4.23777 1.03316 -2.51273 -0.008
H -4.37595 1.34763 -3.39969 0.082
H -4.93866 0.47962 -2.51161 0.034
O -4.28706 2.32587 -1.70229 -0.138
C -4.04555 2.28356 -0.18131 -0.240
C -4.08529 0.90622 0.24294 0.108
C -3.87869 0.90221 1.88207 0.027
C -3.90710 2.18668 2.52288 -0.071
C -3.94531 3.34924 1.64275 -0.090
C -3.94978 3.45310 0.31698 -0.639
S -4.18687 4.79239 -0.66285 0.984
C -3.92540 6.25887 0.62810 -0.214
H -4.78276 6.18713 1.29484 0.037
H -3.15389 5.98736 0.94644 -0.135
H -3.96508 7.19400 -0.17079 0.114
H -4.01818 4.14756 2.47168 0.137
H -3.76879 2.15072 3.50729 0.041
H -3.83255 -0.14564 2.29255 0.095
H -4.17657 0.02231 0.02524 -0.010
H 1.23714 -1.14649 -1.93919 0.091
H 2.98831 -2.58653 -2.73727 0.130
H 1.68181 -3.72853 -2.51245 0.190
H 1.29771 -4.76833 -0.09581 0.138
H 2.49710 -4.11122 2.27870 0.154
H 8.22097 -0.48094 2.62599 0.099
H 7.31979 -1.96661 2.64100 -0.023
H 7.86665 -1.33446 0.85239 0.152
```

As for the HOMO energy: -8.311 eV. As for the SMILES: CCOC(=O)c1ccc(CNC(=O)c2cc(COc3ccccc3SC)on2)o1. As for the energy above the lowest of the compared OMol25 structures with the same formula, charge and spin: 497.1 kcal/mol. The energy comes out at -47144.780 eV. As for the gap between HOMO and LUMO: 7.689 eV. As for the molar mass: 416.45 g/mol. As for the largest force on an atom: 16.9 eV/A.

=====

This record from OMol25 describes C20H20N4O3 in the gas phase. The level of theory is ωB97M-V with the def2-TZVPD basis set.

Structure (XYZ):
```
47
Properties=species:S:1:pos:R:3:lowdin_charge:R:1
C 3.02435 -3.83201 -3.53072 -0.100
H 1.98112 -3.67131 -3.82352 0.094
O 3.56115 -2.70591 -2.88491 -0.095
C 2.99195 -2.30376 -1.70668 -0.287
C 3.57406 -1.19751 -1.08927 -0.004
C 3.08473 -0.71491 0.10286 -0.022
C 1.97903 -1.30648 0.72763 -0.232
C 1.40536 -2.41114 0.10084 -0.021
C 1.90476 -2.90740 -1.09218 -0.024
H 1.42135 -3.76582 -1.53188 0.103
H 0.54929 -2.90912 0.52805 0.098
N 1.54686 -0.81549 1.95286 -0.100
C 0.53513 -1.49324 2.72099 -0.137
H 0.62670 -2.57051 2.58914 0.122
C -0.87963 -1.03326 2.32775 -0.115
N -0.86276 0.39447 2.10119 -0.019
C -1.57673 0.99534 1.14168 -0.206
N -1.11854 2.20093 0.74243 0.168
C -1.62887 2.78030 -0.30843 -0.244
N -2.58526 2.18210 -1.09732 0.103
C -3.02765 2.76834 -2.23866 -0.021
C -2.56626 3.97735 -2.64355 -0.052
C -1.60650 4.64467 -1.84931 -0.052
C -1.15316 4.05962 -0.70982 0.010
H -0.41849 4.52229 -0.07230 0.116
H -1.24151 5.61317 -2.15443 0.110
H -2.93235 4.42119 -3.55371 0.106
H -3.77405 2.19406 -2.76973 0.132
C -3.22049 0.95204 -0.67629 -0.362
O -4.10534 0.50288 -1.37700 0.062
C -2.73551 0.42383 0.55808 -0.046
C -3.60097 -0.54509 1.18968 -0.232
O -3.59252 -0.87718 2.35951 0.014
H -4.37593 -0.92507 0.50131 0.129
C 0.21964 1.09134 2.75530 -0.120
H 0.15212 0.89229 3.82835 0.127
C 1.57023 0.61657 2.19177 -0.132
H 1.75718 1.13570 1.24874 0.115
H 2.36903 0.87616 2.90002 0.124
H 0.10060 2.15920 2.58011 0.114
H -1.60773 -1.30038 3.10258 0.120
H -1.19259 -1.52179 1.40005 0.123
H 0.72068 -1.27871 3.77850 0.123
H 3.58181 0.12109 0.56945 0.107
H 4.42644 -0.73540 -1.56179 0.118
H 3.62908 -3.97648 -4.42487 0.091
H 3.09019 -4.72697 -2.90255 0.094
```

As for the HOMO energy: -7.332 eV. As for the SMILES: COc1ccc(N2CCN(c3nc4ccccn4c(=O)c3C=O)CC2)cc1. As for the energy above the lowest of the compared OMol25 structures with the same formula, charge and spin: 51.1 kcal/mol. The energy comes out at -33167.212 eV. As for the gap between HOMO and LUMO: 7.092 eV. As for the molar mass: 364.40 g/mol. As for the largest force on an atom: 0.9 eV/A.

=====

This record from OMol25 describes a molecular structure, C20H20O2RhS. The level of theory is ωB97M-V with the def2-TZVPD basis set.

Structure (XYZ):
```
44
Properties=species:S:1:pos:R:3:lowdin_charge:R:1
Rh -0.80934 -0.39258 -0.12310 0.973
C -1.40899 2.49382 2.97279 0.016
C -1.51012 1.91096 1.59494 -0.305
O -0.96335 0.78118 1.47244 -0.101
C -2.16950 2.62102 0.54418 -0.098
C -2.73131 3.89635 0.79917 -0.015
C -3.35770 4.61042 -0.18065 -0.059
C -3.44966 4.06592 -1.47122 -0.034
C -2.92320 2.83266 -1.75747 0.006
C -2.27261 2.08408 -0.76093 -0.297
O -1.81748 0.90590 -1.12170 -0.166
H -0.89934 1.78843 3.62195 0.096
H -2.39975 2.70806 3.37197 0.105
H -0.85055 3.42979 2.94345 0.108
H -2.65959 4.31468 1.79226 0.114
H -3.77694 5.58267 0.03328 0.114
H -3.94261 4.62573 -2.25526 0.120
H -2.99040 2.40396 -2.74733 0.126
C 4.64805 -0.73461 1.17467 -0.059
C 3.46053 -0.46045 1.88344 -0.062
C 2.24432 -0.57208 1.27021 -0.046
C 2.15965 -0.96580 -0.08631 -0.187
C 0.93238 -1.10223 -0.77609 -0.250
C 0.86899 -1.55314 -2.06140 -0.123
C 2.06396 -1.82735 -2.76519 -0.063
C 3.27066 -1.68342 -2.14732 -0.017
C 3.35207 -1.25892 -0.79777 -0.155
C 4.59416 -1.12561 -0.13288 -0.019
H 5.60236 -0.63660 1.67409 0.111
H 3.51472 -0.16199 2.92200 0.110
H 1.33637 -0.35859 1.82235 0.093
H -0.08257 -1.67499 -2.57459 0.102
H 2.00675 -2.15726 -3.79356 0.114
H 4.18792 -1.90174 -2.67919 0.121
H 5.50188 -1.34280 -0.68166 0.120
C -2.17163 -3.18350 -0.73028 -0.324
S -1.16919 -2.57693 0.64339 0.848
C 0.23186 -3.70324 0.52232 -0.321
H -2.38520 -4.23416 -0.54401 0.059
H -1.64964 -3.07081 -1.67877 0.039
H -3.10196 -2.62015 -0.74125 0.051
H 0.66962 -3.66654 -0.47062 0.047
H -0.12002 -4.70513 0.76055 0.058
H 0.96641 -3.38501 1.25907 0.053
```

As for the HOMO energy: -11.008 eV. As for the energy above the lowest of the compared OMol25 structures with the same formula, charge and spin: 14.3 kcal/mol. The energy comes out at -38995.767 eV. As for the gap between HOMO and LUMO: 6.497 eV. As for the molar mass: 427.35 g/mol. Its charge is +1. As for the largest force on an atom: 1.7 eV/A.

=====

This record from OMol25 describes C20H20O5 in the gas phase. The level of theory is ωB97M-V with the def2-TZVPD basis set.

Structure (XYZ):
```
45
Properties=species:S:1:pos:R:3:lowdin_charge:R:1
O -2.37009 -0.46953 -0.41020 0.068
O 0.34241 -1.35750 4.92568 -0.154
O 1.69069 0.27220 2.93674 -0.024
O -1.85023 0.10166 -2.77460 -0.018
O 0.22870 -0.09012 -4.59697 0.001
C -1.45419 -0.21907 0.41258 -0.175
C -3.03464 -0.79736 3.82923 -0.081
C -2.02467 -1.10961 4.66521 -0.012
C -2.96888 -0.50755 2.43458 0.041
C 2.36026 -0.46655 0.06916 -0.029
C 2.53209 0.04650 -1.18474 -0.012
C -0.74081 -1.02487 4.09689 -0.213
C -1.64548 -0.43417 1.86177 -0.066
C -0.03778 0.02161 -0.14255 -0.016
C 1.09205 -0.34103 0.65514 -0.068
C -0.56459 -0.68440 2.73314 0.001
C 1.41094 0.52905 -1.95505 -0.048
C 0.11223 0.51184 -1.40144 -0.078
C 0.53922 -2.72621 5.22842 -0.073
C 0.93409 -0.69232 2.16820 -0.203
C 0.85890 2.23628 -5.29090 -0.038
C 1.87746 1.01217 -3.38758 -0.070
C -0.95788 1.08802 -2.24451 -0.312
C -0.39720 1.98228 -3.30723 -0.051
C 0.68095 1.24800 -4.20676 -0.536
H 1.28046 0.26422 3.82582 0.087
H -2.23130 -0.34264 -2.01490 0.034
H -0.49734 -0.38216 -4.04184 0.060
H -4.04964 -0.80009 4.31737 0.125
H -2.10007 -1.47766 5.69717 0.134
H -3.80318 -0.40733 1.80544 0.096
H 3.14164 -0.82494 0.79232 0.140
H 3.56774 -0.01363 -1.56425 0.125
H 0.39083 -3.40232 4.37337 0.093
H 1.61325 -2.78276 5.68315 0.138
H -0.30635 -3.01059 5.83891 0.071
H 1.30698 -1.69423 2.40089 0.142
H 1.82545 2.15097 -5.68235 0.072
H 0.01272 2.24143 -5.97293 0.104
H 0.87118 3.27628 -5.03067 0.084
H 2.47370 0.17989 -3.78457 0.140
H 2.38021 1.93073 -3.36833 0.111
H -1.52302 1.69241 -1.53322 0.153
H 0.18359 2.82960 -2.94682 0.136
H -1.15040 2.44349 -3.90877 0.122
```

As for the HOMO energy: -9.120 eV. As for the SMILES: COc1cccc2c1[C@H](O)c1ccc3c(c1C2=O)[C@H](O)C[C@](C)(O)C3. As for the energy above the lowest of the compared OMol25 structures with the same formula, charge and spin: 67.1 kcal/mol. The energy comes out at -31299.816 eV. As for the gap between HOMO and LUMO: 8.324 eV. As for the molar mass: 340.37 g/mol. As for the largest force on an atom: 4.4 eV/A.